66
Properties=species:S:1:pos:R:3:lowdin_charge:R:1 method="wB97M-V/def2-TZVPD" total_charge=-1 fmax_ha_per_bohr=0.0101 mol_weight_g_mol=622.972 e_homo_ha=-0.0940 spin_multiplicity=1 homo_lumo_gap_ha=0.19102 lumo_energy_ev=2.64
Tl -0.113 -0.959 0.831 0.967
C 1.293 2.571 -1.241 -0.169
N 0.263 2.652 -0.251 -0.060
C -1.067 2.920 -0.703 -0.171
C -1.904 1.770 -1.209 -0.290
N -1.614 0.509 -1.161 0.146
C -2.688 -0.148 -1.750 -0.216
C -2.871 -1.510 -1.958 -0.012
C -4.049 -1.903 -2.571 -0.098
C -5.016 -0.968 -2.968 -0.118
C -4.841 0.392 -2.765 -0.046
C -3.657 0.779 -2.147 -0.202
N -3.130 2.007 -1.789 0.146
C 1.849 1.216 -1.627 -0.310
N 1.411 0.035 -1.314 0.147
C 2.303 -0.865 -1.902 -0.212
C 2.298 -2.255 -1.869 -0.007
C 3.327 -2.900 -2.537 -0.098
C 4.327 -2.192 -3.216 -0.120
C 4.337 -0.807 -3.252 -0.046
C 3.304 -0.163 -2.581 -0.203
N 2.989 1.168 -2.395 0.149
H 2.170 3.158 -0.927 0.109
H 0.943 3.041 -2.169 0.118
H 0.325 1.983 0.566 0.026
H -1.026 3.658 -1.516 0.112
H -1.635 3.404 0.101 0.120
H -2.107 -2.212 -1.627 0.079
H -4.233 -2.957 -2.746 0.094
H -5.924 -1.317 -3.444 0.089
H -5.591 1.109 -3.073 0.096
H -3.557 2.905 -1.918 0.150
H 1.519 -2.778 -1.312 0.066
H 3.365 -3.983 -2.529 0.093
H 5.113 -2.741 -3.721 0.089
H 5.113 -0.261 -3.774 0.096
H 3.520 1.963 -2.702 0.151
C 1.922 1.112 3.983 -0.106
C 1.928 0.625 2.529 -0.737
C 2.597 -0.761 2.498 -0.114
C 2.834 1.574 1.730 -0.092
C 0.459 0.705 2.014 -0.348
H 2.940 1.229 4.377 0.069
H 1.386 0.404 4.621 0.073
H 1.411 2.076 4.048 0.073
H 3.582 -0.748 2.986 0.073
H 2.750 -1.101 1.469 0.060
H 1.978 -1.507 3.003 0.064
H 3.855 1.589 2.131 0.073
H 2.428 2.589 1.743 0.077
H 2.896 1.248 0.688 0.057
H -0.181 0.484 2.886 -0.053
C -0.857 -5.095 -0.072 -0.096
C -0.931 -3.816 0.782 -0.847
C -0.175 -4.081 2.099 -0.107
C -2.415 -3.570 1.120 -0.095
N -0.335 -2.766 -0.030 -0.251
H -1.246 -5.976 0.455 0.065
H 0.181 -5.288 -0.348 0.065
H -1.428 -4.947 -0.991 0.063
H -0.567 -4.948 2.649 0.066
H -0.239 -3.211 2.761 0.049
H 0.881 -4.252 1.880 0.071
H -2.863 -4.417 1.658 0.068
H -2.982 -3.400 0.204 0.054
H -2.520 -2.679 1.748 0.058